Below is a molecular structure, C35H29ClHgN5O4PS2, with properties calculated with wB97M-V/def2-TZVPD.

```
78
Properties=species:S:1:pos:R:3:lowdin_spin:R:1
Hg 0.079 0.640 0.993 0.00
Cl 1.345 6.390 -3.628 -0.01
C 1.276 4.836 -2.805 0.00
C 2.365 3.979 -2.866 0.07
C 2.288 2.763 -2.212 0.00
C 1.150 2.348 -1.487 0.05
O 1.161 1.170 -0.940 0.04
C 0.037 3.261 -1.421 0.01
C -1.221 3.036 -0.748 0.25
N -1.515 2.056 0.095 0.04
C -2.726 1.941 0.690 0.07
C -3.738 2.923 0.660 0.11
C -4.935 2.755 1.349 0.01
C -5.211 1.618 2.077 0.11
C -4.249 0.580 2.121 0.00
C -4.453 -0.623 2.821 0.05
C -3.498 -1.611 2.814 0.01
C -2.317 -1.384 2.112 0.05
N -2.090 -0.259 1.459 0.01
C -3.010 0.727 1.435 -0.01
C 0.145 4.487 -2.106 0.06
H 3.251 4.259 -3.422 0.01
H 3.119 2.067 -2.244 0.00
H -1.993 3.762 -0.994 0.02
H -3.577 3.844 0.120 0.01
H -5.670 3.552 1.316 0.00
H -6.144 1.506 2.615 0.01
H -5.378 -0.755 3.371 0.00
H -3.645 -2.544 3.341 0.00
H -1.525 -2.127 2.076 0.00
H -0.693 5.174 -2.078 0.00
N 1.593 2.739 1.574 0.00
N 1.315 3.528 2.687 0.00
C 0.457 3.135 3.651 0.00
N 0.413 3.983 4.721 0.00
S -0.490 1.764 3.618 0.00
H 2.492 2.246 1.658 0.00
H 1.559 3.289 0.722 0.00
H 1.942 4.294 2.896 0.00
H 0.715 4.936 4.601 0.00
H -0.361 3.830 5.344 0.00
O 4.056 -1.554 2.060 0.00
S 3.227 -0.545 1.443 0.00
O 3.755 0.808 1.481 0.00
O 1.829 -0.610 1.940 0.00
C 3.199 -0.986 -0.306 0.00
C 4.414 -0.732 -0.936 0.00
C 4.600 -1.044 -2.270 0.00
C 3.568 -1.630 -2.986 0.00
C 2.363 -1.894 -2.360 0.00
C 2.147 -1.569 -1.022 0.00
P 0.520 -1.949 -0.240 0.00
C 0.858 -3.719 0.131 0.00
C 0.687 -4.753 -0.787 0.00
C 0.998 -6.058 -0.438 0.00
C 1.490 -6.343 0.830 0.00
C 1.676 -5.316 1.744 0.00
C 1.355 -4.010 1.400 0.00
C -0.687 -1.970 -1.603 0.00
C -1.807 -2.798 -1.510 0.00
C -2.876 -2.638 -2.378 0.00
C -2.850 -1.635 -3.338 0.00
C -1.750 -0.793 -3.423 0.00
C -0.677 -0.952 -2.558 0.00
H 5.204 -0.267 -0.362 0.00
H 5.548 -0.832 -2.750 0.00
H 3.700 -1.880 -4.031 0.00
H 1.560 -2.348 -2.927 0.00
H 0.310 -4.537 -1.779 0.00
H 0.860 -6.855 -1.158 0.00
H 1.730 -7.364 1.102 0.00
H 2.071 -5.529 2.729 0.00
H 1.514 -3.204 2.107 0.00
H -1.847 -3.569 -0.750 0.00
H -3.738 -3.287 -2.293 0.00
H -3.692 -1.500 -4.005 0.00
H -1.735 0.010 -4.148 0.00
H 0.157 -0.262 -2.593 0.00
```

Values from the calculation:
E_HOMO (alpha / beta) in eV: -2.19 / -4.43
⟨S²⟩: 0.810
2S+1: 2
Net charge: -1
Total energy in eV: -100064.895
Largest force on an atom in eV Å⁻¹: 0.5

Below is a molecular structure, C35H29GeHfN3O3, with properties calculated with wB97M-V/def2-TZVPD.

```
72
Properties=species:S:1:pos:R:3:mulliken_charge:R:1
Hf 0.800 -0.819 0.260 1.64
C -1.732 -4.446 -0.451 -0.39
O -2.361 -4.379 0.826 -0.47
C -1.626 -4.000 1.905 0.05
C -2.028 -4.506 3.130 -0.47
C -1.360 -4.195 4.310 -0.76
C -0.253 -3.378 4.264 -0.96
C 0.169 -2.827 3.045 0.61
C 1.365 -2.019 3.066 -0.26
N 1.909 -1.461 2.039 0.30
N 3.100 -0.766 2.274 -1.04
C 3.478 -0.192 1.169 0.61
O 2.822 -0.312 0.044 -0.90
C 4.686 0.663 1.178 0.23
C 5.313 0.999 2.376 -0.36
C 6.433 1.812 2.363 -0.62
C 6.933 2.293 1.159 -0.39
C 6.312 1.958 -0.033 -0.76
C 5.188 1.146 -0.025 -0.23
C -0.545 -3.098 1.855 1.10
O -0.217 -2.495 0.725 -1.15
H -2.410 -5.028 -1.071 0.28
H -0.771 -4.963 -0.373 0.33
H -1.589 -3.460 -0.884 -0.09
H -2.887 -5.164 3.130 0.44
H -1.700 -4.607 5.250 0.39
H 0.303 -3.146 5.164 0.37
H 1.860 -1.888 4.027 0.38
H 4.910 0.620 3.304 0.45
H 6.915 2.075 3.296 0.38
H 7.807 2.933 1.155 0.38
H 6.701 2.329 -0.972 0.39
H 4.692 0.874 -0.947 0.51
C -0.230 0.717 1.199 -0.71
Ge -1.413 1.076 -0.245 1.30
C -0.068 1.349 -1.736 -0.44
C 1.199 1.828 -1.401 0.01
C 2.138 2.162 -2.375 -0.45
C 1.812 2.044 -3.713 -0.78
C 0.529 1.626 -4.076 -0.74
C -0.391 1.290 -3.102 -0.27
C -2.387 2.767 -0.248 0.17
C -3.555 2.955 -0.977 -0.12
C -4.173 4.198 -1.015 -0.65
C -3.622 5.267 -0.324 -0.42
C -2.456 5.090 0.408 -0.61
C -1.845 3.845 0.448 -0.43
C -2.682 -0.275 -0.926 0.36
C -2.460 -1.113 -2.017 0.41
C -3.420 -2.026 -2.440 -0.76
C -4.624 -2.130 -1.762 -0.46
C -4.855 -1.322 -0.656 -0.79
C -3.896 -0.410 -0.249 -0.82
H -0.794 0.436 2.096 0.50
H 1.438 1.979 -0.353 0.52
H 3.110 2.536 -2.077 0.55
H 2.527 2.321 -4.479 0.42
H 0.251 1.585 -5.122 0.41
H -1.389 1.000 -3.408 0.40
H -3.994 2.126 -1.524 0.23
H -5.085 4.331 -1.583 0.39
H -4.102 6.237 -0.354 0.37
H -2.025 5.922 0.951 0.40
H -0.943 3.696 1.032 0.31
H -1.520 -1.072 -2.559 0.16
H -3.219 -2.660 -3.295 0.39
H -5.375 -2.837 -2.088 0.38
H -5.787 -1.404 -0.111 0.41
H -4.105 0.213 0.616 0.42
N 1.750 -1.319 -3.089 0.06
C 1.191 -1.640 -2.134 -0.45
H 2.251 -0.941 -3.871 0.31
```

Values from the calculation:
E_HOMO in eV: -6.86
Total energy in eV: -105199.966
Largest force on an atom in eV Å⁻¹: 1.1

Q: Which value of total energy does entry 2 give?
A: -105199.966 eV